19
Properties=species:S:1:pos:R:3 method="wB97M-V/def2-TZVPD" de_lowest_kj_mol=278.8 orbital_gap_ev=11.712 total_energy_ev=-7897.1717 homo_ev=-14.626 charge=+1 lumo_energy_ev=-2.9
H -2.44315 0.45805 -1.12783
C -2.09271 -0.46702 -0.69390
H -0.18417 -1.22130 -0.14317
H -1.34682 2.32789 -0.34296
H 3.33853 -1.02916 -0.25321
H 2.06335 -0.71718 -1.41576
H -2.27128 0.27574 1.37815
H 1.81120 -1.86174 -0.06640
H 2.38446 1.14477 0.31874
N -0.78419 -0.40035 -0.03239
C -0.33748 2.02138 -0.10425
H 1.75585 0.01524 1.55993
C 2.25899 -0.91338 -0.36268
C 1.83928 0.23204 0.50498
H 0.37843 2.81601 -0.00330
C 0.02677 0.77442 0.04831
H -2.12212 -1.53347 1.26090
H -2.27935 -1.34460 -1.29621
C -1.99558 -0.57732 0.77105